Formula: C27H51N3O17P2
Source: the Open Molecules 2025 dataset
Level of theory: ωB97M-V/def2-TZVPD

Summary:
M	751.66	g/mol
max |F|	3.1	eV Å⁻¹
electronic energy	-3185.5962	Ha
orbital gap	10.17	eV
E_LUMO	0.00	eV

Each line ends with the Mulliken charge.
Positions of all 100 atoms, in Å:
C (1.048, 16.808, -34.180)  -1.376
C (0.761, 18.281, -34.304)  0.440
O (1.928, 18.968, -34.798)  -0.238
P (1.840, 20.532, -35.138)  0.800
O (0.499, 21.007, -35.487)  -0.677
O (2.613, 21.220, -33.908)  -0.355
C (2.304, 20.803, -32.593)  -0.214
C (1.209, 21.700, -32.009)  -0.495
O (2.871, 20.631, -36.366)  -0.310
C (4.050, 19.824, -36.523)  -0.114
C (4.119, 19.468, -38.024)  -1.152
H (2.019, 16.613, -33.735)  0.325
H (0.265, 16.363, -33.560)  0.353
H (0.874, 16.269, -35.115)  0.340
H (-0.131, 18.513, -34.890)  0.295
H (0.461, 18.657, -33.320)  -0.113
H (2.105, 19.747, -32.435)  0.177
H (3.162, 21.010, -31.941)  0.351
H (0.281, 21.307, -32.431)  0.029
H (1.134, 21.723, -30.923)  0.104
H (1.310, 22.739, -32.324)  0.344
H (4.813, 20.537, -36.203)  0.285
H (3.999, 18.893, -35.963)  0.259
H (4.183, 20.400, -38.584)  0.275
H (5.001, 18.874, -38.256)  0.375
H (3.205, 18.919, -38.238)  0.304
C (-3.906, 19.178, -24.503)  -1.229
C (-5.102, 19.981, -24.038)  0.661
O (-4.899, 20.520, -22.721)  -0.239
P (-5.701, 21.832, -22.261)  0.528
O (-7.109, 21.653, -21.912)  -0.714
O (-4.836, 22.509, -21.077)  -0.310
C (-4.113, 21.673, -20.172)  -0.234
C (-5.022, 21.339, -18.970)  -1.086
O (-5.424, 22.847, -23.494)  0.233
C (-5.501, 24.276, -23.366)  -0.267
C (-6.965, 24.658, -23.502)  -1.320
H (-2.914, 19.492, -24.197)  0.313
H (-4.113, 18.115, -24.344)  0.404
H (-3.931, 19.145, -25.599)  0.202
H (-5.293, 20.736, -24.804)  -0.445
H (-5.990, 19.352, -23.975)  0.281
H (-3.792, 20.737, -20.633)  0.237
H (-3.166, 22.121, -19.859)  0.366
H (-5.452, 20.367, -19.230)  0.306
H (-4.516, 21.160, -18.023)  0.381
H (-5.837, 22.052, -18.896)  0.254
H (-5.108, 24.715, -22.447)  0.299
H (-4.878, 24.621, -24.193)  0.327
H (-7.117, 25.729, -23.656)  0.410
H (-7.516, 24.095, -24.252)  0.253
H (-7.449, 24.455, -22.543)  0.348
O (-3.646, 23.181, -31.049)  -0.584
C (-3.578, 22.837, -32.193)  0.539
O (-4.575, 23.015, -33.077)  -0.360
C (-4.322, 22.292, -34.268)  -0.233
C (-2.910, 21.764, -34.100)  -0.161
O (-2.573, 22.146, -32.745)  -0.172
H (-4.983, 21.432, -34.379)  0.258
H (-4.398, 22.946, -35.134)  0.275
H (-2.171, 22.296, -34.697)  0.239
H (-2.838, 20.685, -34.187)  0.163
O (0.209, 17.806, -27.221)  -0.526
C (0.416, 18.916, -26.822)  0.566
O (1.280, 19.730, -27.401)  -0.320
C (0.983, 21.074, -27.123)  -0.335
C (-0.138, 20.971, -26.054)  0.800
O (-0.314, 19.569, -25.891)  -0.347
H (1.841, 21.617, -26.727)  0.324
H (0.626, 21.579, -28.019)  0.153
H (-0.957, 21.541, -26.489)  -0.590
H (0.138, 21.548, -25.173)  0.244
O (-6.698, 19.500, -30.435)  -0.559
C (-6.652, 20.317, -29.577)  0.684
O (-6.850, 21.602, -29.871)  -0.347
C (-6.630, 22.411, -28.723)  -0.293
C (-6.718, 21.365, -27.602)  0.235
O (-6.346, 20.162, -28.256)  -0.334
H (-5.670, 22.875, -28.963)  0.229
H (-7.483, 23.083, -28.647)  0.339
H (-7.766, 21.361, -27.261)  0.302
H (-6.316, 21.636, -26.624)  -0.217
C (-1.889, 23.763, -24.248)  -0.942
C (-2.605, 23.185, -25.379)  0.568
N (-3.229, 22.744, -26.235)  -0.339
H (-2.587, 23.975, -23.432)  0.138
H (-1.538, 24.756, -24.522)  0.417
H (-1.192, 23.071, -23.784)  0.285
C (-2.714, 20.743, -28.889)  0.294
C (-1.860, 20.229, -29.917)  0.285
N (-1.191, 19.857, -30.769)  -0.452
H (-2.214, 21.516, -28.301)  -0.134
H (-3.035, 20.119, -28.051)  0.168
H (-3.622, 21.094, -29.380)  -0.223
C (-1.720, 16.409, -30.185)  -0.523
C (-0.283, 16.189, -30.238)  0.413
N (0.847, 16.012, -30.308)  -0.502
H (-2.269, 15.772, -30.871)  0.338
H (-1.948, 17.468, -30.279)  -0.040
H (-1.908, 16.111, -29.146)  0.305



Formula: C21H38N3O3S2
Source: the Open Molecules 2025 dataset
Level of theory: ωB97M-V/def2-TZVPD

Summary:
M	444.69	g/mol
max |F|	2.6	eV Å⁻¹
total charge	+1
electronic energy	-2008.9674	Ha
orbital gap	5.80	eV
E_LUMO	-4.75	eV

Each line ends with the Mulliken charge.
Positions of all 67 atoms, in Å:
C (-1.761, 3.517, 4.199)  -1.154
C (-1.740, 2.121, 3.494)  -0.415
C (-2.719, 2.036, 2.234)  -0.130
C (-1.856, 1.537, 1.037)  -0.816
N (-2.662, 0.978, -0.109)  0.032
C (-1.660, 0.609, -1.127)  -0.809
C (-2.242, -0.130, -2.396)  -0.906
C (-1.292, -1.354, -2.723)  -0.392
C (0.043, -0.949, -3.445)  -1.579
C (1.141, -0.429, -2.478)  0.840
N (1.234, 0.874, -2.260)  0.625
N (2.043, 1.546, -1.466)  -1.141
C (2.843, 0.699, -0.837)  -0.647
C (2.947, -0.730, -0.952)  -0.309
C (2.028, -1.382, -1.847)  0.643
C (2.006, -2.896, -2.083)  -1.000
C (3.461, -3.318, -2.616)  -0.453
O (3.946, -2.240, -3.425)  -0.282
C (5.329, -2.031, -3.314)  0.660
C (6.060, -1.724, -1.978)  -0.855
O (5.978, -2.090, -4.303)  -0.486
C (-3.453, -0.147, 0.315)  -0.024
S (-5.074, 0.099, 0.497)  -0.093
S (-2.722, -1.777, 0.602)  -0.133
C (-3.806, -2.508, 1.919)  -0.683
C (-2.833, -3.250, 2.938)  -0.501
C (-1.620, -2.320, 3.349)  -0.660
H (-1.186, 3.399, 5.155)  0.376
H (-1.167, 4.229, 3.582)  0.137
H (-2.779, 3.882, 4.446)  0.358
H (-0.693, 1.982, 3.111)  0.221
H (-1.899, 1.264, 4.194)  0.269
H (-3.117, 3.057, 2.063)  0.307
H (-3.534, 1.350, 2.538)  0.259
H (-1.105, 0.772, 1.356)  0.257
H (-1.364, 2.445, 0.605)  0.320
H (-0.926, -0.093, -0.632)  0.403
H (-1.171, 1.551, -1.470)  0.534
H (-2.179, 0.601, -3.244)  0.431
H (-3.307, -0.425, -2.315)  0.289
H (-1.862, -2.024, -3.409)  0.396
H (-1.127, -1.913, -1.770)  0.317
H (0.451, -1.820, -4.004)  0.364
H (-0.202, -0.148, -4.178)  0.586
H (0.581, 1.470, -2.779)  0.461
H (3.536, 1.185, -0.116)  0.466
H (3.705, -1.272, -0.364)  0.683
H (1.281, -3.227, -2.851)  0.262
H (1.828, -3.418, -1.120)  0.439
H (4.070, -3.497, -1.698)  0.247
H (3.370, -4.271, -3.177)  0.401
H (7.147, -1.653, -2.188)  0.305
H (5.927, -2.599, -1.298)  0.309
H (5.749, -0.775, -1.492)  0.225
H (-4.356, -1.721, 2.473)  0.388
H (-4.491, -3.211, 1.402)  0.384
H (-3.441, -3.561, 3.811)  0.355
H (-2.395, -4.102, 2.369)  0.282
H (-0.804, -2.347, 2.592)  0.194
H (-1.192, -2.707, 4.305)  0.376
H (-1.972, -1.269, 3.486)  0.044
C (1.176, 5.594, 1.343)  -0.549
O (-0.246, 5.546, 1.327)  -0.469
H (1.538, 4.882, 2.083)  0.213
H (1.571, 5.323, 0.359)  0.242
H (1.513, 6.597, 1.613)  0.312
H (-0.547, 6.181, 0.668)  0.273



Formula: C4H8FN2O2
Source: the Open Molecules 2025 dataset
Level of theory: ωB97M-V/def2-TZVPD

Summary:
M	135.12	g/mol
max |F|	4.1	eV Å⁻¹
total charge	+1
electronic energy	-516.7815	Ha
orbital gap	8.75	eV
E_LUMO	-3.85	eV

Each line ends with the Mulliken charge.
Positions of all 17 atoms, in Å:
C (-1.791, 1.051, -0.194)  0.001
C (-1.994, -1.323, 0.146)  -0.042
C (-0.797, 1.427, 0.563)  -0.536
C (2.400, 0.320, -0.028)  0.309
N (-2.526, -0.047, -0.171)  -0.170
N (1.775, -0.812, 0.023)  -0.155
O (-0.849, -1.441, 0.446)  -0.593
O (3.668, 0.293, -0.282)  -0.405
F (-0.080, 2.521, 0.220)  -0.291
H (-2.024, 1.752, -0.920)  0.389
H (-2.838, -1.981, 0.384)  0.366
H (-0.599, 1.229, 1.629)  0.494
H (1.792, 1.234, -0.136)  0.307
H (0.707, -0.734, 0.271)  0.387
H (2.213, -1.689, -0.052)  0.267
H (-3.367, -0.060, -0.702)  0.264
H (4.224, 1.057, -0.085)  0.410



Formula: C12H48N24O12
Source: the Open Molecules 2025 dataset
Level of theory: ωB97M-V/def2-TZVPD

Summary:
M	720.67	g/mol
max |F|	8.9	eV Å⁻¹
electronic energy	-2703.3885	Ha
orbital gap	8.56	eV
E_LUMO	0.07	eV

Each line ends with the Mulliken charge.
Positions of all 96 atoms, in Å:
N (4.512, -0.426, -0.801)  -0.221
C (4.497, 0.388, 0.182)  0.590
N (3.405, 0.963, 0.384)  0.266
O (5.496, 0.490, 0.889)  -0.794
H (5.375, -0.806, -1.161)  0.155
H (3.618, -0.800, -1.087)  0.223
H (2.641, 0.667, -0.208)  -0.432
H (3.326, 1.724, 1.042)  0.002
N (2.726, 5.081, 2.465)  -0.501
C (2.295, 3.906, 2.221)  0.834
N (1.459, 3.875, 1.291)  -0.060
O (2.722, 2.890, 2.748)  -0.745
H (2.142, 5.880, 2.264)  0.174
H (3.360, 5.320, 3.213)  0.281
H (1.416, 4.728, 0.753)  0.228
H (1.013, 3.027, 0.972)  -0.580
N (-2.410, 2.980, 2.264)  0.043
C (-2.981, 3.912, 2.989)  0.638
N (-2.074, 4.822, 3.235)  -0.315
O (-4.125, 3.903, 3.488)  -0.741
H (-1.536, 3.200, 1.809)  -0.351
H (-2.986, 2.159, 2.142)  0.116
H (-2.407, 5.532, 3.871)  0.208
H (-1.285, 4.808, 2.606)  0.175
N (0.104, 2.489, 5.166)  -0.224
C (-0.591, 1.489, 5.517)  0.768
N (-0.985, 1.641, 6.730)  -0.454
O (-1.025, 0.650, 4.752)  -0.702
H (0.362, 2.685, 4.209)  -0.007
H (0.122, 3.265, 5.811)  0.177
H (-0.704, 2.443, 7.274)  0.132
H (-1.668, 0.988, 7.086)  0.230
N (-4.325, -0.128, -2.556)  -0.453
C (-3.043, 0.298, -2.695)  0.559
N (-2.329, -0.093, -1.692)  0.219
O (-2.713, 0.914, -3.726)  -0.712
H (-4.919, 0.429, -3.154)  0.266
H (-4.568, -0.497, -1.649)  0.186
H (-2.714, -0.318, -0.787)  0.151
H (-1.348, 0.138, -1.764)  -0.344
N (-3.694, -4.018, 1.446)  -0.314
C (-3.579, -4.406, 0.199)  0.475
N (-2.727, -3.599, -0.429)  0.017
O (-4.370, -5.124, -0.343)  -0.684
H (-4.514, -4.350, 1.932)  0.203
H (-2.984, -3.428, 1.854)  0.175
H (-2.085, -3.069, 0.142)  0.008
H (-2.512, -3.753, -1.403)  0.090
N (1.378, -5.002, 0.707)  -0.379
C (0.168, -4.689, 1.126)  0.663
N (-0.644, -5.665, 1.166)  -0.379
O (-0.247, -3.527, 1.298)  -0.698
H (1.520, -5.929, 0.334)  0.157
H (2.054, -4.256, 0.631)  0.219
H (-0.435, -6.591, 0.824)  0.160
H (-1.574, -5.493, 1.518)  0.195
N (-2.808, 4.827, -1.091)  -0.397
C (-1.697, 4.196, -0.841)  0.604
N (-1.821, 2.950, -1.040)  0.071
O (-0.613, 4.682, -0.561)  -0.711
H (-3.671, 4.308, -1.167)  0.137
H (-2.825, 5.837, -1.101)  0.242
H (-1.142, 2.274, -0.720)  -0.249
H (-2.764, 2.670, -1.270)  0.102
N (2.551, 1.579, -3.798)  -0.413
C (1.909, 1.318, -2.710)  0.625
N (1.623, 2.394, -2.011)  -0.071
O (1.649, 0.193, -2.363)  -0.537
H (2.974, 0.817, -4.307)  0.242
H (2.764, 2.529, -4.066)  0.135
H (1.551, 3.299, -2.454)  0.180
H (1.328, 2.361, -1.046)  -0.267
N (4.348, -2.580, -3.349)  -0.424
C (3.064, -2.828, -3.267)  0.706
N (2.590, -3.042, -4.467)  -0.430
O (2.378, -2.905, -2.270)  -0.539
H (4.975, -2.571, -2.558)  0.260
H (4.814, -2.726, -4.232)  0.145
H (3.208, -3.201, -5.250)  0.184
H (1.665, -3.437, -4.550)  0.179
N (-0.213, -0.158, 1.903)  -0.046
C (0.187, 0.173, 0.736)  -0.027
N (0.508, -0.927, 0.004)  0.462
O (0.133, 1.248, 0.318)  1.128
H (-0.324, -1.126, 2.171)  0.040
H (-0.629, 0.464, 2.582)  0.061
H (0.386, -1.843, 0.413)  -0.098
H (0.811, -0.865, -0.957)  -0.189
N (0.510, -4.704, -2.721)  -0.177
C (-0.602, -4.280, -3.279)  0.445
N (-0.879, -3.031, -2.964)  0.046
O (-1.470, -4.942, -3.704)  -0.666
H (0.624, -5.703, -2.811)  0.215
H (1.186, -3.956, -2.630)  0.022
H (-1.595, -2.452, -3.378)  0.065
H (-0.298, -2.558, -2.288)  0.050